The following is a DFT calculation (ωB97M-V with the def2-TZVPD basis set) of 5 unconnected molecules or ions with the total composition C3H12N2O4.

Structure (XYZ):
```
21
Properties=species:S:1:pos:R:3:lowdin_charge:R:1
C 1.98 -1.13 0.58 -0.14
C 1.20 -0.26 1.31 -0.16
N 0.29 -1.07 1.96 0.02
C 0.40 -2.34 1.38 -0.20
N 1.43 -2.48 0.51 0.07
H 2.88 -1.01 0.06 0.08
H 1.19 0.80 1.35 0.08
H -0.50 -0.57 2.47 0.17
H -0.34 -3.09 1.76 0.12
O -1.03 3.26 1.32 0.03
H -1.33 3.14 0.43 0.03
H -0.34 2.78 1.56 -0.07
O -1.73 -1.73 -1.42 -0.10
H -1.97 -1.57 -2.37 0.07
H -2.36 -1.26 -0.80 0.06
O -1.31 2.46 -2.60 -0.12
H -0.88 3.28 -2.24 0.05
H -0.57 2.33 -3.24 0.05
O 0.29 1.10 -1.54 0.00
H 0.81 1.42 -0.90 -0.05
H 0.16 0.28 -1.11 0.00
```

Output
- Electronic energy: -531.889430 hartree
- SMILES: c1c[nH]cn1.O.O.O.O
- Charge: 0
- Orbital gap: 9.422 eV
- Highest occupied orbital energy: -9.174 eV